# 1
A structure of composition C27H33NO8PS2Tm at a distorted geometry. Source: OMol25; level of theory: ωB97M-V/def2-TZVPD.

Values from the calculation:
Charge ... -2
Energy ... -106904.7362 eV
<S²> ... 2.002
ΔE to the lowest compared entry with this formula, charge and spin ... 0.0 kJ/mol
HOMO energy (alpha / beta) ... -0.06594 / -0.06600 Eh
E_LUMO (alpha / beta) ... 4.58 / 4.58 eV
Spin multiplicity ... 3

```
73
C27H33NO8PS2Tm, DFT ωB97M-V/def2-TZVPD
Tm -0.01773 -1.04138 1.11465
O 0.61794 -3.11602 2.41979
S -0.86216 -3.14083 2.29289
O -1.52718 -4.30475 2.81484
O -1.31353 -1.83207 2.87453
O -1.08219 -2.92530 0.80042
N -1.03347 0.95609 1.52276
C -2.23150 1.27963 1.65989
C -2.62841 2.73801 1.67346
C -1.69362 3.69273 2.06843
C -2.00281 5.04197 2.06120
C -3.25603 5.47351 1.64131
C -4.18979 4.53340 1.23371
C -3.88143 3.18012 1.25692
C -3.36369 0.30267 1.85183
C -4.11515 0.35114 3.02529
C -5.10502 -0.58408 3.27205
C -5.37039 -1.57829 2.33731
C -4.63950 -1.62063 1.16066
C -3.64580 -0.68198 0.91563
H -0.71492 3.33894 2.36666
H -1.26050 5.76500 2.38113
H -3.49888 6.52949 1.62875
H -5.16713 4.85510 0.89121
H -4.61654 2.45075 0.94035
H -3.89683 1.11917 3.75879
H -5.65971 -0.55124 4.20309
H -6.12886 -2.32566 2.53594
H -4.81967 -2.40086 0.43237
H -3.07763 -0.73142 -0.00594
S -1.08140 -0.45832 -1.54804
C -0.10334 -0.43676 -2.99265
C -0.63057 0.09609 -4.18150
C 0.11417 0.15117 -5.34783
C 1.42204 -0.31914 -5.38016
C 1.96182 -0.84472 -4.21134
C 1.21785 -0.90443 -3.04484
H -1.64426 0.47491 -4.16513
H -0.33218 0.57341 -6.24288
H 2.00706 -0.27199 -6.29145
H 2.98450 -1.20962 -4.20193
H 1.65385 -1.29704 -2.13849
C 2.49443 2.42110 0.92802
C 2.24035 1.83074 -0.45083
C 0.98655 2.43484 -1.05706
C 3.43906 2.00332 -1.37517
O 1.97647 0.40338 -0.35504
P 2.78081 -0.58941 0.62536
O 4.25300 -0.50903 0.54656
O 2.05435 -0.47692 1.94782
O 2.12899 -1.92039 -0.05399
C 2.81749 -3.20295 -0.19674
C 3.42321 -3.61930 1.13213
C 3.88067 -3.05588 -1.28054
C 1.72643 -4.16745 -0.63109
H 2.63920 3.49956 0.81854
H 3.38477 1.99669 1.39313
H 1.63621 2.24174 1.57532
H 1.11512 3.51859 -1.12848
H 0.11762 2.21574 -0.43552
H 0.80513 2.02940 -2.05189
H 3.66215 3.06731 -1.49372
H 3.20787 1.58026 -2.35319
H 4.31223 1.49672 -0.96708
H 4.17976 -2.90542 1.45565
H 3.90166 -4.59340 0.99382
H 2.64627 -3.70196 1.89233
H 4.60981 -2.29755 -1.00387
H 3.41855 -2.78385 -2.22913
H 4.39089 -4.01424 -1.40947
H 0.89362 -4.15043 0.07089
H 2.13922 -5.17934 -0.67065
H 1.35072 -3.89862 -1.61982
```

***

# 2
A structure of composition C27H34FeIN3PS. Source: OMol25; level of theory: ωB97M-V/def2-TZVPD.

Values from the calculation:
Charge ... +2
Energy ... -95619.1721 eV
<S²> ... 8.780
ΔE to the lowest compared entry with this formula, charge and spin ... 0.0 kJ/mol
HOMO energy (alpha / beta) ... -0.48991 / -0.51723 Eh
E_LUMO (alpha / beta) ... -6.89 / -8.85 eV
Spin multiplicity ... 6

```
68
C27H34FeIN3PS, DFT ωB97M-V/def2-TZVPD
Fe 0.84133 -0.71476 -0.35617
N 0.16073 -3.24800 2.87411
C 0.95952 -2.95618 3.97643
C 1.16508 -3.91423 4.96050
C 1.96515 -3.60742 6.04103
C 2.57216 -2.34767 6.15850
C 2.37949 -1.39301 5.18990
C 1.57066 -1.69421 4.08750
S 1.35998 -0.51185 2.86956
N 0.40007 -1.21060 1.74803
C -0.06757 -2.43085 1.84272
C -0.88108 -2.91577 0.69789
C -1.80493 -3.93222 0.81049
C -2.51404 -4.31532 -0.32371
C -2.26951 -3.66320 -1.51389
C -1.33207 -2.63609 -1.53450
N -0.65232 -2.26516 -0.45295
H -0.17918 -4.19812 2.80014
H 0.70135 -4.88929 4.87615
H 2.12706 -4.35119 6.80914
H 3.19625 -2.12961 7.01366
H 2.84838 -0.42006 5.26677
H -2.01196 -4.41087 1.75929
H -3.24764 -5.10768 -0.26527
H -2.79479 -3.92841 -2.42012
H -1.12781 -2.08826 -2.44523
I 2.99374 -2.98276 0.33834
C 2.80248 -1.05518 -0.69246
H 3.15244 -1.28569 -1.69699
H 3.55225 -0.43176 -0.20870
C -2.62384 0.57740 -0.29142
C -1.80529 1.87378 -0.21541
C -1.55222 2.21255 1.25760
C -2.62203 2.99498 -0.86713
P -0.17030 1.48490 -1.02587
C -0.42963 1.36197 -2.82017
C -1.00113 2.37104 -3.59865
C -1.11102 2.22162 -4.97311
C -0.64499 1.07082 -5.59462
C -0.05328 0.07024 -4.83921
C 0.05266 0.22056 -3.46379
C 1.12481 2.80590 -0.77461
C 1.75104 2.60598 0.61365
C 0.60052 4.23435 -0.91657
C 2.21247 2.55078 -1.82673
H -3.63388 0.77111 0.07584
H -2.18545 -0.20455 0.33323
H -2.70988 0.20942 -1.31674
H -2.51181 2.25985 1.77680
H -1.06573 3.17979 1.38229
H -0.94552 1.44719 1.75047
H -3.48782 3.20068 -0.23374
H -3.00057 2.69625 -1.84300
H -2.06581 3.92424 -0.97234
H -1.35096 3.28727 -3.14382
H -1.55468 3.01247 -5.56280
H -0.72901 0.96297 -6.66749
H 0.33949 -0.81666 -5.31883
H 0.56435 -0.55465 -2.89716
H 1.02414 2.67527 1.42421
H 2.50273 3.37983 0.78121
H 2.25815 1.63827 0.67037
H -0.10745 4.49818 -0.13079
H 0.12848 4.40002 -1.88652
H 1.44323 4.92519 -0.84359
H 2.55269 1.51149 -1.81912
H 3.07202 3.18426 -1.59945
H 1.87025 2.79066 -2.83314
```

***

# 3
A structure of composition C27H34GeN5O2PtS at a distorted geometry. Source: OMol25; level of theory: ωB97M-V/def2-TZVPD.

Values from the calculation:
Charge ... +2
Energy ... -110676.1387 eV
<S²> ... 0.767
ΔE to the lowest compared entry with this formula, charge and spin ... 218.0 kJ/mol
HOMO energy (alpha / beta) ... -0.49190 / -0.49794 Eh
E_LUMO (alpha / beta) ... -7.32 / -8.01 eV
Spin multiplicity ... 2

```
71
C27H34GeN5O2PtS, DFT ωB97M-V/def2-TZVPD
Pt -0.91379 0.07190 -0.80866
O -2.80497 1.31099 -0.39922
N -2.65386 2.13098 -1.30660
O -1.61648 2.04261 -1.97396
S -1.95134 -1.20855 -2.65503
C -2.32681 0.01703 -3.78231
N -3.56416 0.42934 -4.02569
C -3.59603 1.50047 -5.00740
C -2.13723 1.53482 -5.50661
N -1.46714 0.62320 -4.59217
H -4.38065 0.07797 -3.55465
H -3.88479 2.43685 -4.52052
H -4.31179 1.28246 -5.80036
H -1.69988 2.53235 -5.44590
H -2.04290 1.17293 -6.53492
H -0.47281 0.47270 -4.59967
C -1.45747 -5.72353 -0.88070
C -0.84970 -4.96751 -1.86965
C -0.29852 -3.74142 -1.54592
C -0.31935 -3.28037 -0.23719
C -0.92196 -4.04193 0.75309
C -1.47621 -5.27043 0.42813
Ge 0.59171 -1.55227 0.16028
C 2.49984 -1.76175 -0.36542
C 3.41454 -0.79438 0.03424
C 4.76035 -0.93786 -0.25019
C 5.20318 -2.04259 -0.95869
C 4.29801 -3.00462 -1.37405
C 2.95190 -2.86166 -1.08188
C 0.40305 -1.20324 2.11606
C 1.44170 -1.07470 3.03212
C 1.16527 -0.89654 4.37839
C -0.14696 -0.84647 4.82325
C -1.19192 -0.94311 3.91493
C -0.91257 -1.10112 2.56989
H -1.92694 -6.66191 -1.13475
H -0.81369 -5.32001 -2.88937
H 0.14513 -3.13363 -2.32249
H -0.95033 -3.69709 1.77672
H -1.92583 -5.87115 1.20532
H 3.07752 0.07908 0.57642
H 5.45877 -0.18215 0.08040
H 6.25199 -2.15512 -1.18852
H 4.63467 -3.87164 -1.92229
H 2.25908 -3.62829 -1.39552
H 2.46788 -1.13366 2.69483
H 1.97978 -0.81403 5.08280
H -0.35580 -0.73973 5.87595
H -2.21506 -0.90124 4.25530
H -1.72374 -1.15674 1.84744
C 0.12035 4.76590 1.22223
C -0.32384 3.72930 0.16200
N -0.23616 2.38302 0.71098
C 1.14687 2.08384 1.04018
C 1.70049 3.11531 2.04791
N 0.58831 4.02333 2.41721
C -0.53497 3.24582 2.99748
C -1.06920 2.29546 1.90280
H -0.70724 5.41419 1.51493
H 0.92757 5.39531 0.84507
H 0.29932 3.78423 -0.73351
H -1.35514 3.92168 -0.14089
H 1.72821 2.09265 0.11551
H 1.17649 1.08178 1.47043
H 2.50519 3.71061 1.61304
H 2.06948 2.62892 2.95309
H 0.92112 4.69552 3.11195
H -1.31099 3.93468 3.33366
H -0.17457 2.68872 3.86409
H -2.09200 2.55261 1.62118
H -1.07294 1.26188 2.25543
```